Formula: C56H112O20S6
Source: the Open Molecules 2025 dataset
Level of theory: ωB97M-V/def2-TZVPD

Energy above the lowest of the compared OMol25 structures with the same formula, charge and spin = 1.279 eV
Strongest force on any atom = 0.068 hartree/bohr
E_HOMO = -9.23 eV
LUMO = 0.423 eV
Kohn-Sham gap = 9.66 eV

Last column: Löwdin charge in e.
Cartesian coordinates (Å):
C1 -0.3766 0.2520 -5.2581  -0.202
C2 0.9313 -0.4928 -4.9862  -0.210
C3 0.5928 -1.9569 -4.8922  -0.244
S1 -0.6575 -2.2922 -6.0752  0.664
O1 -1.6703 -3.1475 -5.4897  -0.348
O2 -0.1274 -2.6572 -7.3537  -0.313
C4 -1.2827 -0.5616 -6.2091  -0.176
H1 -0.1120 1.1869 -5.6876  0.103
H2 -0.8585 0.4257 -4.3127  0.091
H3 1.2098 -0.1682 -3.9673  0.075
H4 1.7082 -0.2649 -5.7272  0.121
H5 0.1330 -2.2271 -3.9449  0.076
H6 1.4459 -2.5627 -5.1136  0.105
H7 -2.3554 -0.5930 -5.9439  0.087
H8 -1.0849 -0.3229 -7.2754  0.107
C5 -5.0172 2.5724 1.9015  -0.195
C6 -6.5167 2.7708 1.9166  -0.208
C7 -6.9335 3.0419 0.4560  -0.220
S2 -5.6181 4.0178 -0.1700  0.672
O3 -6.1015 5.3567 -0.2259  -0.303
O4 -4.9852 3.3197 -1.2825  -0.315
C8 -4.5742 3.8815 1.2291  -0.222
H9 -4.7908 1.6308 1.3192  0.113
H10 -4.6194 2.5536 2.9065  0.083
H11 -6.7786 3.6930 2.4907  0.129
H12 -7.0255 1.9109 2.3662  0.121
H13 -7.8424 3.5600 0.3561  0.087
H14 -7.0710 2.1183 -0.0929  0.084
H15 -4.8322 4.7324 1.8000  0.089
H16 -3.5075 4.0411 0.9146  0.119
C9 6.0124 2.1447 -3.4230  -0.191
C10 4.5559 2.1526 -2.9127  -0.174
C11 4.1274 0.6794 -2.9753  -0.240
S3 5.1078 -0.1841 -4.1642  0.661
O5 4.2441 -0.7050 -5.1946  -0.334
O6 6.0031 -1.1596 -3.5324  -0.337
C12 6.0081 1.2703 -4.7104  -0.215
H17 6.8278 1.8693 -2.6885  0.142
H18 6.2732 3.1202 -3.7646  0.094
H19 3.8648 2.6739 -3.4991  0.098
H20 4.4472 2.4174 -1.8477  0.092
H21 3.1103 0.4201 -3.3001  0.081
H22 4.3689 0.1753 -2.0648  0.070
H23 5.3491 1.6982 -5.4363  0.091
H24 7.0381 1.0222 -5.1425  0.138
C13 6.1916 -1.2789 2.3483  -0.216
C14 5.1831 -0.4802 3.2532  -0.183
C15 5.3091 0.9813 2.7848  -0.207
S4 5.7575 0.8888 1.0280  0.693
O7 7.0587 1.5215 1.0289  -0.315
O8 4.7031 1.3516 0.1567  -0.326
C16 5.8856 -0.8691 0.9664  -0.244
H25 6.0079 -2.3208 2.5275  0.112
H26 7.2281 -1.0587 2.6160  0.125
H27 5.4166 -0.7005 4.2861  0.110
H28 4.1485 -0.8539 3.1145  0.099
H29 6.0670 1.6381 3.2983  0.126
H30 4.3401 1.5193 2.8706  0.069
H31 6.6427 -1.1108 0.2965  0.094
H32 4.9239 -1.3467 0.6839  0.115
C17 -4.2192 -1.9577 -2.8802  -0.234
C18 -4.4882 -0.5213 -3.2919  -0.195
C19 -4.0119 0.3387 -2.1197  -0.260
S5 -4.7208 -0.4614 -0.7954  0.727
O9 -6.1387 -0.0184 -0.7226  -0.333
O10 -3.8403 -0.3349 0.3916  -0.363
C20 -4.6838 -2.1427 -1.4777  -0.207
H33 -3.0853 -2.0741 -2.9074  0.134
H34 -4.5814 -2.7433 -3.5451  0.123
H35 -5.5864 -0.4028 -3.4061  0.132
H36 -4.0154 -0.3300 -4.2366  0.097
H37 -4.2944 1.3631 -2.0828  0.062
H38 -2.8871 0.3231 -2.0314  0.124
H39 -5.6863 -2.6024 -1.3447  0.130
H40 -3.9157 -2.6615 -0.9487  0.061
C21 1.7975 -0.0487 1.1764  -0.170
C22 0.2401 -0.0807 1.4396  -0.160
C23 -0.4163 0.7912 0.2999  -0.185
S6 0.5590 0.2495 -1.1321  0.680
O11 0.9000 1.2543 -2.1312  -0.329
O12 -0.0889 -0.9549 -1.6072  -0.321
C24 1.9669 -0.2976 -0.2627  -0.268
H41 2.3675 -0.8001 1.7740  0.116
H42 2.1683 0.9791 1.4297  0.113
H43 -0.0428 0.4173 2.3583  0.067
H44 -0.3056 -1.0251 1.3837  0.108
H45 -0.3644 1.8838 0.4636  0.104
H46 -1.4727 0.5053 0.0185  0.092
H47 2.7651 0.2715 -0.6446  0.052
H48 2.1669 -1.3271 -0.5729  0.084
C25 1.0035 5.6238 -0.9386  -0.181
C26 2.0288 4.5426 -1.2762  -0.150
C27 2.6504 4.1522 0.0941  -0.167
O13 2.3639 5.2864 0.9511  -0.154
C28 1.7183 6.2932 0.1496  -0.223
H49 -0.0107 5.3144 -0.6575  0.098
H50 0.7992 6.2813 -1.7536  0.106
H51 2.8346 5.0059 -1.9662  0.134
H52 1.6067 3.6607 -1.8452  0.097
H53 3.6991 3.8406 0.1185  0.105
H54 2.1020 3.2907 0.4753  0.094
H55 2.4771 7.0293 -0.0853  0.116
H56 1.0230 6.8421 0.8296  0.132
C29 -3.3065 0.6353 4.8243  -0.171
C30 -2.8418 1.7295 5.7583  -0.175
C31 -2.3798 2.7690 4.7919  -0.190
O14 -1.9636 2.1347 3.5273  -0.162
C32 -2.2450 0.7077 3.7051  -0.180
H57 -4.3053 0.9001 4.3808  0.118
H58 -3.5178 -0.3081 5.2590  0.096
H59 -1.9062 1.3210 6.3236  0.139
H60 -3.5003 2.0249 6.5669  0.113
H61 -1.4516 3.3560 5.0756  0.116
H62 -3.1257 3.5152 4.6051  0.103
H63 -1.3570 0.1230 4.0165  0.092
H64 -2.6355 0.2781 2.7652  0.113
C33 3.3418 -3.7395 -2.8373  -0.118
C34 1.9623 -3.8874 -2.1036  -0.115
C35 2.3673 -3.7141 -0.6228  -0.273
O15 3.5901 -3.1330 -0.6043  -0.142
C36 4.2655 -3.8353 -1.6179  -0.201
H65 3.4218 -2.7803 -3.3276  0.084
H66 3.5698 -4.5788 -3.5345  0.127
H67 1.4635 -4.9051 -2.2151  0.115
H68 1.3662 -3.0783 -2.4517  0.055
H69 2.3208 -4.6947 -0.0923  0.125
H70 1.6744 -3.0158 -0.1227  0.110
H71 4.3981 -4.9009 -1.3054  0.137
H72 5.2162 -3.3586 -1.8366  0.115
C37 -1.0943 -5.9459 2.4004  -0.135
C38 -2.3849 -5.4030 1.7780  -0.164
C39 -2.1507 -3.9571 1.5900  -0.225
O16 -0.7446 -3.7585 1.5359  -0.188
C40 -0.1293 -5.1009 1.6150  -0.188
H73 -0.8883 -6.9917 2.2075  0.117
H74 -0.9576 -5.6100 3.4659  0.114
H75 -3.3063 -5.5871 2.3433  0.125
H76 -2.5146 -5.8850 0.8407  0.091
H77 -2.5674 -3.2548 2.3808  0.135
H78 -2.5130 -3.5599 0.6146  0.104
H79 0.8302 -4.9048 2.0941  0.102
H80 -0.0313 -5.4802 0.5612  0.115
C41 -3.1430 4.9310 -3.1407  -0.148
C42 -2.3270 3.5777 -2.9958  -0.122
C43 -1.8698 3.5272 -1.5412  -0.226
O17 -2.0876 4.7954 -0.9593  -0.183
C44 -2.5960 5.7388 -1.9886  -0.143
H81 -4.2107 4.7975 -3.0951  0.083
H82 -2.8886 5.4461 -4.1003  0.120
H83 -1.5735 3.6909 -3.8152  0.119
H84 -2.8756 2.7439 -3.2942  0.062
H85 -0.8657 3.2081 -1.3249  0.076
H86 -2.4455 2.7082 -1.0350  0.103
H87 -1.7246 6.2643 -2.2932  0.097
H88 -3.4465 6.3032 -1.5712  0.126
C45 1.3811 4.0981 4.8869  -0.173
C46 1.8712 2.8515 5.5966  -0.173
C47 2.7236 2.1782 4.6203  -0.280
O18 2.3816 2.7035 3.3691  -0.150
C48 1.1272 3.6001 3.5595  -0.096
H89 2.0999 4.9395 4.8938  0.143
H90 0.5190 4.4007 5.4038  0.089
H91 1.0737 2.1820 5.9485  0.113
H92 2.4129 3.0658 6.5062  0.115
H93 2.6556 1.0945 4.6509  0.106
H94 3.7364 2.4014 4.8877  0.111
H95 0.2642 2.9664 3.4479  0.100
H96 1.2639 4.3154 2.7997  0.093
C49 -1.1632 -6.1762 -2.0909  -0.129
C50 -2.2831 -6.7498 -3.0067  -0.146
C51 -3.3585 -5.6259 -3.0621  -0.164
O19 -2.9883 -4.7386 -1.9745  -0.185
C52 -1.5992 -4.6736 -2.0141  -0.226
H97 -0.1371 -6.3211 -2.4764  0.099
H98 -1.2696 -6.5745 -1.0943  0.080
H99 -2.7713 -7.6255 -2.6520  0.085
H100 -1.9900 -7.0036 -4.0329  0.111
H101 -4.4217 -6.0371 -2.9879  0.139
H102 -3.2324 -4.9941 -3.9979  0.119
H103 -1.2772 -4.1394 -1.1082  0.111
H104 -1.2327 -4.1536 -2.9345  0.117
C53 -0.2055 -2.1155 5.7765  -0.144
C54 -0.2057 -3.1798 4.6647  -0.156
C55 1.2555 -3.2697 4.2729  -0.218
O20 1.9534 -2.3162 5.0309  -0.124
C56 1.0192 -1.3172 5.3267  -0.228
H105 -0.1358 -2.5853 6.7841  0.129
H106 -1.0530 -1.4717 5.8009  0.078
H107 -0.7329 -2.8345 3.8060  0.077
H108 -0.6238 -4.1258 5.1118  0.125
H109 1.3547 -3.0200 3.1853  0.117
H110 1.6410 -4.2471 4.4154  0.110
H111 0.8345 -0.7236 4.3848  0.122
H112 1.3317 -0.6843 6.1592  0.122



Formula: C38H29IN9O7ReS2
Source: the Open Molecules 2025 dataset
Level of theory: ωB97M-V/def2-TZVPD

2S+1 = 4
Energy above the lowest of the compared OMol25 structures with the same formula, charge and spin = 5.726 eV
Strongest force on any atom = 0.013 hartree/bohr
E_HOMO (spin up / spin down) = -10.44 / -10.57 eV
LUMO (spin up / spin down) = -3.107 / -3.749 eV
<S²> = 3.789
Kohn-Sham gap (spin up / spin down) = 7.34 / 6.82 eV
Charge = +1

Last column: Löwdin charge in e.
Cartesian coordinates (Å):
Re1 -0.8580 2.2066 -1.0056  1.129
O1 -3.5558 3.2744 0.5703  0.028
S1 -3.2917 3.5135 -2.0439  0.767
O2 -4.1719 4.5747 -1.7097  -0.214
O3 -1.8870 3.8058 -2.3453  -0.380
C1 -4.0361 2.5375 -3.3256  -0.238
C2 -4.9941 3.2616 -4.0290  -0.038
C3 -5.6125 2.6894 -5.1327  -0.033
C4 -5.2897 1.4033 -5.5168  -0.020
C5 -4.3448 0.6749 -4.8015  -0.020
C6 -3.7104 1.2286 -3.7074  -0.220
S2 -2.5965 0.1847 -2.7964  0.518
O4 -2.2893 -0.9560 -3.5926  -0.244
O5 -3.2338 -0.0150 -1.5190  -0.279
O6 -1.3835 1.0969 -2.6795  -0.467
H1 -5.2506 4.2646 -3.7237  0.120
H2 -6.3468 3.2600 -5.6834  0.122
H3 -5.7750 0.9553 -6.3728  0.123
H4 -4.0863 -0.3357 -5.0858  0.125
C7 3.1576 -0.5272 5.1273  -0.065
N1 3.1798 0.4692 4.0690  -0.135
C8 2.2131 0.8137 3.2094  -0.159
N2 2.6550 1.7178 2.3559  0.076
C9 3.9420 1.8949 2.7593  -0.222
N3 4.3079 1.1510 3.7787  0.111
C10 2.5266 -1.8243 4.6809  -0.194
C11 1.8430 -2.6171 5.5939  -0.028
C12 1.2718 -3.8180 5.1959  -0.054
C13 1.3488 -4.2282 3.8763  -0.015
C14 2.0289 -3.4352 2.9572  -0.138
C15 2.6313 -2.2512 3.3644  0.028
C16 2.0769 -3.8265 1.5485  -0.302
N4 1.6581 -4.9040 0.9897  0.133
N5 1.8986 -4.7602 -0.3738  0.134
C17 2.4343 -3.6021 -0.5237  -0.302
O7 2.5819 -2.9375 0.6500  0.115
C18 2.8708 -2.9524 -1.7580  -0.129
C19 2.8305 -3.6592 -2.9583  0.000
C20 3.2221 -3.0371 -4.1300  -0.041
C21 3.6325 -1.7079 -4.1127  -0.015
C22 3.6640 -1.0003 -2.9188  -0.199
C23 4.0494 0.4554 -2.8934  -0.051
N6 2.8667 1.2982 -2.7093  -0.088
C24 2.0313 1.2985 -1.6916  -0.109
N7 1.0316 2.1193 -1.9496  -0.089
C25 1.3224 2.6187 -3.1876  -0.153
N8 2.4288 2.1238 -3.6867  0.151
C26 3.2967 -1.6340 -1.7403  0.015
H5 2.6310 -0.1220 5.9929  0.131
H6 4.1985 -0.6797 5.4121  0.137
H7 1.2258 0.3790 3.2303  0.118
H8 4.6263 2.5785 2.2857  0.103
H9 1.7523 -2.2958 6.6248  0.118
H10 0.7499 -4.4297 5.9191  0.112
H11 0.8877 -5.1502 3.5498  0.120
H12 3.1707 -1.6562 2.6397  0.127
H13 2.4981 -4.6878 -2.9543  0.122
H14 3.2026 -3.5836 -5.0623  0.114
H15 3.9190 -1.2185 -5.0351  0.120
H16 4.4807 0.7756 -3.8380  0.130
H17 4.7523 0.6803 -2.0908  0.139
H18 2.1603 0.7519 -0.7735  0.133
H19 0.6929 3.3181 -3.7119  0.126
H20 3.3534 -1.1095 -0.7943  0.118
I1 -0.2306 3.7100 1.1570  1.210
C27 -0.9041 2.1330 2.3564  -0.596
C28 -1.2008 2.3279 3.6722  -0.123
C29 -1.5278 1.2038 4.4619  -0.061
C30 -1.4935 -0.0499 3.9204  -0.023
C31 -1.1630 -0.2518 2.5578  -0.180
C32 -1.0451 -1.5553 2.0075  -0.006
C33 -0.6782 -1.7290 0.7036  -0.046
C34 -0.4747 -0.6104 -0.1309  -0.096
C35 -0.6200 0.6884 0.3294  -0.308
C36 -0.9059 0.8667 1.7269  -0.270
H21 -1.1715 3.3136 4.1156  0.107
H22 -1.7821 1.3455 5.5033  0.112
H23 -1.7115 -0.9154 4.5339  0.121
H24 -1.2385 -2.4107 2.6448  0.122
H25 -0.5849 -2.7266 0.2920  0.116
H26 -0.2618 -0.7914 -1.1795  0.099
C37 -5.4006 1.6879 -0.1233  0.006
C38 -4.0128 2.0529 0.2202  -0.271
N9 -2.9500 2.5071 -0.5927  -0.218
H27 -5.9686 1.5606 0.7971  0.100
H28 -5.3924 0.7496 -0.6725  0.085
H29 -5.8713 2.4796 -0.7173  0.097



Formula: C3H11N2
Source: the Open Molecules 2025 dataset
Level of theory: ωB97M-V/def2-TZVPD

Energy above the lowest of the compared OMol25 structures with the same formula, charge and spin = 0.702 eV
Strongest force on any atom = 0.046 hartree/bohr
E_HOMO = -14.83 eV
LUMO = -4.371 eV
Kohn-Sham gap = 10.46 eV
Charge = +1

Last column: Löwdin charge in e.
Cartesian coordinates (Å):
C1 1.4457 1.5398 -0.8044  -0.167
C2 0.3741 2.5057 -0.2226  -0.150
H1 1.1050 1.1336 -1.7610  0.063
H2 2.4379 1.9631 -0.8873  0.070
H3 1.4253 0.7221 -0.0719  0.019
H4 0.3544 3.3427 -0.9243  0.067
H5 0.7408 2.8579 0.7368  0.068
H6 -0.6088 2.0469 -0.2399  0.052
N1 0.0863 -1.3947 0.4351  0.191
C3 -0.8207 -2.1957 0.9404  -0.152
N2 -2.0389 -2.3021 0.4566  0.199
H7 -0.0166 -0.9928 -0.4899  0.136
H8 1.0152 -1.4356 0.8356  0.141
H9 -0.5177 -3.0554 1.5334  0.171
H10 -2.6519 -3.0624 0.7382  0.151
H11 -2.3302 -1.6730 -0.2750  0.141